1.
This record from the OMol25 dataset describes a cluster of 9 separate species, C51H47N9O17 in total at a distorted geometry. The level of theory is ωB97M-V/def2-TZVPD.

Summary:
Strongest force on any atom ... 3.255 eV Å⁻¹
E_HOMO ... -9.3655 eV
ΔE to the lowest compared entry with this formula, charge and spin ... 0.0 kcal per mole
Multiplicity ... 1

Positions of all 124 atoms, in Å:
1 O -1.17 -5.57 5.77
2 N 0.00 -5.93 5.75
3 O 0.65 -6.20 6.75
4 C 0.66 -6.08 4.45
5 C -0.05 -5.83 3.27
6 C 0.75 -5.79 2.12
7 C 2.08 -6.16 2.15
8 C 2.69 -6.54 3.31
9 C 2.01 -6.40 4.51
10 H -1.11 -5.70 3.29
11 H 0.29 -5.45 1.21
12 H 2.58 -6.12 1.19
13 H 3.77 -6.80 3.33
14 H 2.37 -6.58 5.50
15 O 0.84 3.07 -1.43
16 N 0.02 2.84 -2.28
17 O -0.06 1.80 -2.88
18 C -0.91 3.90 -2.63
19 C -0.42 5.14 -2.33
20 C -1.09 6.26 -2.79
21 C -2.29 6.06 -3.52
22 C -2.78 4.78 -3.76
23 C -2.14 3.67 -3.27
24 H 0.52 5.21 -1.84
25 H -0.78 7.26 -2.54
26 H -2.87 6.91 -3.84
27 H -3.65 4.71 -4.35
28 H -2.61 2.70 -3.46
29 O -5.89 0.26 -0.88
30 N -4.99 0.82 -0.32
31 O -4.12 0.22 0.26
32 C -4.84 2.27 -0.45
33 C -5.99 2.95 -0.73
34 C -5.98 4.33 -0.73
35 C -4.84 5.05 -0.39
36 C -3.65 4.40 -0.14
37 C -3.66 2.99 -0.23
38 H -6.88 2.42 -0.94
39 H -6.87 4.87 -0.95
40 H -4.88 6.15 -0.38
41 H -2.75 4.95 0.01
42 H -2.75 2.49 0.02
43 O -2.75 0.21 -4.62
44 N -2.82 -0.11 -3.47
45 O -3.19 0.59 -2.52
46 C -2.54 -1.51 -3.17
47 C -2.02 -2.32 -4.24
48 C -1.80 -3.63 -3.87
49 C -2.03 -4.10 -2.59
50 C -2.67 -3.34 -1.64
51 C -2.91 -1.99 -1.96
52 H -1.83 -1.87 -5.22
53 H -1.38 -4.26 -4.66
54 H -1.80 -5.16 -2.42
55 H -2.82 -3.79 -0.65
56 H -3.41 -1.32 -1.22
57 O 0.98 2.45 2.19
58 N 0.75 3.58 1.72
59 O -0.37 3.99 1.52
60 C 1.86 4.47 1.41
61 C 1.56 5.78 1.01
62 C 2.57 6.62 0.63
63 C 3.87 6.13 0.68
64 C 4.10 4.78 1.04
65 C 3.12 3.96 1.50
66 H 0.53 6.12 1.13
67 H 2.39 7.58 0.30
68 H 4.66 6.77 0.34
69 H 5.14 4.50 0.92
70 H 3.25 2.89 1.78
71 O 1.78 -7.75 -1.98
72 N 1.76 -6.56 -1.97
73 O 0.71 -5.95 -2.02
74 C 2.95 -5.72 -1.73
75 C 4.21 -6.24 -1.87
76 C 5.25 -5.35 -1.61
77 C 5.04 -4.01 -1.33
78 C 3.81 -3.51 -1.07
79 C 2.76 -4.40 -1.30
80 H 4.32 -7.29 -2.02
81 H 6.27 -5.65 -1.67
82 H 5.92 -3.43 -1.18
83 H 3.57 -2.52 -0.73
84 H 1.78 -4.01 -1.27
85 O -6.91 0.26 3.51
86 N -6.20 1.03 2.88
87 O -6.50 1.62 1.86
88 C -4.86 1.19 3.44
89 C -4.07 2.23 3.01
90 C -2.71 2.19 3.35
91 C -2.27 1.28 4.36
92 C -3.13 0.33 4.81
93 C -4.42 0.22 4.35
94 H -4.51 2.95 2.29
95 H -2.05 2.89 2.90
96 H -1.23 1.36 4.63
97 H -2.77 -0.50 5.39
98 H -5.03 -0.60 4.70
99 O 8.10 -0.87 -0.74
100 N 7.43 -0.31 -1.58
101 O 7.73 -0.14 -2.74
102 C 6.09 0.20 -1.27
103 C 5.31 0.79 -2.25
104 C 3.99 1.09 -1.96
105 C 3.56 0.95 -0.65
106 C 4.30 0.33 0.35
107 C 5.57 0.00 0.01
108 H 5.71 1.01 -3.20
109 H 3.36 1.51 -2.73
110 H 2.48 1.15 -0.46
111 H 3.90 -0.05 1.21
112 H 6.19 -0.51 0.76
113 C -0.76 -0.03 0.99
114 N 0.33 -0.85 0.56
115 C 0.40 -1.43 -0.77
116 C 1.34 -1.01 1.44
117 O 2.34 -1.70 1.20
118 H -1.68 -0.59 1.11
119 H -0.96 0.77 0.19
120 H -0.44 0.52 1.94
121 H 1.42 -1.90 -0.83
122 H -0.35 -2.19 -0.97
123 H 0.36 -0.60 -1.52
124 H 1.15 -0.50 2.43

Here are the Mulliken charges for atoms 1 to 99, given in e: O -0.610; N 0.994; O -0.610; C 0.137; C -0.834; C -0.205; C 0.033; C -0.740; C -0.328; H 0.476; H 0.570; H 0.248; H 0.328; H 0.545; O -0.514; N 1.114; O -0.625; C 0.492; C -0.486; C -0.825; C -0.523; C -0.823; C -0.041; H 0.562; H 0.420; H 0.397; H 0.518; H 0.296; O -0.690; N 1.349; O -0.551; C 0.295; C -0.598; C -0.848; C -0.638; C -0.525; C -0.204; H 0.628; H 0.495; H 0.381; H 0.592; H 0.305; O -0.642; N 0.918; O -0.371; C 0.440; C -0.783; C -0.380; C -0.335; C -0.846; C 0.196; H 0.489; H 0.365; H 0.376; H 0.389; H 0.212; O -0.622; N 1.240; O -0.599; C 0.255; C -0.431; C -0.632; C -0.567; C -0.528; C -0.335; H 0.424; H 0.532; H 0.383; H 0.401; H 0.495; O -0.604; N 1.024; O -0.548; C -0.647; C -0.560; C -0.797; C -0.434; C -0.464; C 0.734; H 0.476; H 0.432; H 0.478; H 0.205; H 0.748; O -0.622; N 0.976; O -0.566; C 0.312; C -0.638; C 0.088; C -0.776; C -0.203; C -0.837; H 0.388; H 0.537; H 0.477; H 0.404; H 0.465; O -0.609

2.
This record from the OMol25 dataset describes a cluster of 2 separate species, C7H11N3O2S in total at a distorted geometry. The level of theory is ωB97M-V/def2-TZVPD.

Summary:
Strongest force on any atom ... 5.684 eV Å⁻¹
E_HOMO ... -8.8524 eV
ΔE to the lowest compared entry with this formula, charge and spin ... 78.7 kcal per mole
Multiplicity ... 1

Positions of all 24 atoms, in Å:
1 C 3.47 -1.92 0.04
2 C 3.67 -0.64 0.21
3 C 1.78 -0.93 -0.77
4 C -2.96 -0.35 -1.05
5 C -3.80 0.41 -0.03
6 C -2.37 0.83 -0.22
7 C -1.29 -0.41 1.56
8 N 2.26 -2.11 -0.50
9 N 2.61 0.08 -0.35
10 N -1.24 0.61 0.77
11 O 1.12 2.18 0.50
12 O 3.47 2.45 0.24
13 S 2.34 1.94 -0.44
14 H 4.20 -2.70 0.24
15 H 4.53 -0.05 0.57
16 H 0.90 -0.80 -1.20
17 H -2.39 -1.31 -0.97
18 H -3.25 -0.12 -2.08
19 H -4.56 0.95 -0.57
20 H -4.18 -0.01 0.93
21 H -2.04 1.65 -0.83
22 H -2.16 -1.06 1.69
23 H 0.19 1.98 0.36
24 H -0.30 -0.65 1.90

What are the Mulliken partial charges on each atom? They are as follows, in elementary charge units: C -0.354; C -0.160; C -0.459; C -0.474; C -0.655; C -0.061; C -0.528; N -0.617; N -0.009; N -0.272; O -0.421; O -0.478; S 0.649; H 0.351; H 0.360; H 0.711; H 0.249; H 0.250; H 0.249; H 0.203; H 0.408; H 0.293; H 0.448; H 0.318

3.
This record from the OMol25 dataset describes a structure of composition C36H23BF2I3LaN5O at a distorted geometry. The level of theory is ωB97M-V/def2-TZVPD.

Summary:
Strongest force on any atom ... 1.392 eV Å⁻¹
E_HOMO (alpha / beta) ... -2.9609 / -2.9581 eV
ΔE to the lowest compared entry with this formula, charge and spin ... 76.3 kcal per mole
Net charge ... -1
Multiplicity ... 1

Positions of all 72 atoms, in Å:
1 La -0.15 -0.37 -0.53
2 C 1.63 2.01 5.39
3 C 2.36 3.18 4.93
4 C 2.28 3.64 3.66
5 C 1.35 2.95 2.82
6 C 0.29 2.05 3.37
7 C 0.66 1.43 4.66
8 N 1.29 2.66 1.54
9 C 1.75 3.31 0.40
10 C 2.04 4.68 0.53
11 C 2.54 5.42 -0.50
12 C 2.75 4.77 -1.73
13 C 2.46 3.45 -1.90
14 C 1.92 2.62 -0.85
15 N 1.67 1.31 -1.06
16 N 2.41 0.88 -2.17
17 C 2.35 -0.36 -2.58
18 C 3.24 -0.73 -3.66
19 C 3.26 -1.99 -4.13
20 C 2.39 -2.97 -3.57
21 C 1.54 -2.57 -2.58
22 N 1.49 -1.32 -2.07
23 H 1.90 1.59 6.35
24 H 3.08 3.63 5.60
25 H 2.96 4.40 3.29
26 H -0.66 2.59 3.47
27 H 0.15 0.54 5.01
28 H 1.83 5.15 1.48
29 H 2.74 6.48 -0.38
30 H 3.14 5.34 -2.58
31 H 2.62 2.96 -2.85
32 H 3.89 0.05 -4.05
33 H 3.93 -2.27 -4.93
34 H 2.38 -4.00 -3.91
35 H 0.85 -3.28 -2.13
36 I 3.36 -3.77 0.40
37 C 1.82 -3.64 1.80
38 C 1.93 -4.32 3.02
39 C 0.93 -4.25 3.95
40 I 1.14 -5.35 5.72
41 C -0.20 -3.43 3.73
42 C -1.27 -3.26 4.64
43 C -2.27 -2.38 4.35
44 C -2.21 -1.64 3.15
45 N -1.26 -1.80 2.26
46 C -0.28 -2.71 2.51
47 C 0.70 -2.89 1.46
48 O 0.50 -2.37 0.29
49 H 2.81 -4.91 3.21
50 H -1.29 -3.83 5.56
51 H -3.10 -2.23 5.03
52 H -2.96 -0.89 2.94
53 I -3.52 -0.08 0.21
54 C -4.15 -0.37 -1.78
55 C -5.51 -0.35 -1.97
56 C -6.02 -0.59 -3.26
57 C -5.16 -0.85 -4.28
58 C -3.76 -0.83 -4.09
59 C -2.90 -1.04 -5.19
60 C -1.55 -0.91 -5.03
61 C -1.02 -0.60 -3.75
62 C -1.76 -0.48 -2.59
63 C -3.19 -0.58 -2.80
64 H -6.17 -0.16 -1.14
65 H -7.10 -0.58 -3.42
66 H -5.54 -1.05 -5.28
67 H -3.33 -1.28 -6.16
68 H -0.88 -1.03 -5.87
69 H 0.06 -0.45 -3.73
70 F -0.75 1.44 0.99
71 B 0.40 1.44 1.85
72 F 0.99 0.19 1.67

What are the Mulliken partial charges on each atom? They are as follows, in elementary charge units: La 1.320; C -0.454; C -0.458; C -0.624; C 0.145; C 0.081; C -0.930; N 0.231; C 0.386; C -0.735; C -0.904; C -0.619; C -0.553; C 0.381; N 0.402; N -0.625; C 0.249; C -0.622; C -0.427; C -0.904; C -0.692; N 0.507; H 0.397; H 0.358; H 0.441; H 0.261; H 0.462; H 0.390; H 0.366; H 0.359; H 0.432; H 0.472; H 0.356; H 0.432; H 0.436; I 0.007; C -0.519; C -0.442; C -0.234; I 0.001; C 1.111; C -0.764; C -1.069; C -0.027; N 0.237; C 0.094; C 0.291; O -0.623; H 0.357; H 0.182; H 0.380; H 0.260; I 0.036; C 0.390; C -0.749; C -0.493; C -0.834; C 1.142; C -0.774; C -1.227; C -0.008; C -0.833; C 0.749; H 0.357; H 0.357; H 0.328; H 0.306; H 0.404; H 0.146; F -0.110; B 0.380; F -0.123

4.
This record from the OMol25 dataset describes a cluster of 5 separate species, C42H86F4N5O11P2SSi in total at a distorted geometry. The level of theory is ωB97M-V/def2-TZVPD.

Summary:
Strongest force on any atom ... 3.387 eV Å⁻¹
E_HOMO ... -10.5435 eV
Net charge ... +1
Multiplicity ... 1

Positions of all 152 atoms, in Å:
1 C -2.51 -2.86 -4.66
2 C -3.31 -1.72 -3.99
3 O -2.87 -1.39 -2.66
4 P -1.74 -0.24 -2.57
5 O -2.20 0.96 -3.29
6 C -1.52 0.26 -0.81
7 C -0.15 0.93 -0.76
8 C 0.25 1.57 0.65
9 C -0.06 3.04 0.59
10 C -1.04 3.53 1.44
11 P -1.86 2.49 2.78
12 C -2.89 1.14 2.06
13 O -0.56 1.83 3.61
14 N -1.45 4.86 1.40
15 C -2.47 5.56 2.20
16 F -3.26 6.25 1.34
17 F -3.30 4.87 2.97
18 C -1.77 6.65 3.11
19 F -0.51 6.30 3.41
20 F -1.86 7.88 2.57
21 C -0.88 5.68 0.54
22 C 0.13 5.31 -0.32
23 C 0.63 6.32 -1.17
24 C 1.62 6.01 -2.03
25 Si 2.19 7.42 -3.20
26 C 1.43 7.09 -4.92
27 C 4.05 7.66 -3.31
28 C 1.48 9.09 -2.64
29 C 2.16 4.68 -2.01
30 C 3.29 4.48 -3.00
31 C 1.69 3.67 -1.18
32 C 2.44 2.36 -1.28
33 C 3.92 2.54 -0.70
34 C 4.21 1.54 0.42
35 S 4.24 -0.17 -0.13
36 O 2.91 -0.70 -0.29
37 O 4.95 -0.88 0.87
38 O 5.09 -0.29 -1.47
39 C 0.60 3.98 -0.31
40 O -0.29 -0.77 -3.01
41 C 0.01 -0.67 -4.41
42 C 1.50 -0.17 -4.48
43 H -1.63 -3.17 -4.08
44 H -2.10 -2.46 -5.60
45 H -3.15 -3.70 -4.95
46 H -4.34 -2.08 -3.87
47 H -3.37 -0.86 -4.66
48 H -1.66 -0.58 -0.13
49 H -2.28 1.03 -0.68
50 H -0.14 1.74 -1.50
51 H 0.65 0.23 -0.99
52 H 1.30 1.40 0.87
53 H -0.31 1.00 1.38
54 H -3.59 0.85 2.84
55 H -2.27 0.25 1.88
56 H -3.46 1.43 1.17
57 H -0.91 1.10 4.15
58 H -2.33 6.69 4.05
59 H -1.17 6.73 0.51
60 H 0.18 7.30 -1.10
61 H 0.40 7.45 -4.89
62 H 2.00 7.67 -5.65
63 H 1.43 6.02 -5.15
64 H 4.46 6.83 -3.92
65 H 4.57 7.57 -2.35
66 H 4.33 8.57 -3.84
67 H 0.46 9.02 -2.25
68 H 1.49 9.78 -3.49
69 H 2.17 9.51 -1.90
70 H 3.00 4.74 -4.02
71 H 4.11 5.10 -2.64
72 H 3.68 3.46 -3.02
73 H 2.09 1.46 -0.80
74 H 2.57 2.12 -2.34
75 H 4.08 3.58 -0.39
76 H 4.62 2.34 -1.52
77 H 5.23 1.74 0.77
78 H 3.55 1.62 1.28
79 H 4.51 -0.28 -2.25
80 H -0.57 0.06 -4.98
81 H -0.01 -1.63 -4.94
82 H 2.03 -0.51 -3.58
83 H 2.03 -0.51 -5.37
84 H 1.52 0.93 -4.43
85 C 1.43 -4.91 -5.77
86 C 1.59 -4.23 -7.12
87 C 2.89 -4.59 -7.86
88 O 4.04 -3.93 -7.36
89 C 4.63 -4.55 -6.23
90 N 1.45 -2.78 -6.93
91 H 2.07 -4.47 -5.01
92 H 0.41 -4.83 -5.42
93 H 1.67 -5.98 -5.83
94 H 0.76 -4.57 -7.76
95 H 2.79 -4.26 -8.89
96 H 3.05 -5.67 -7.89
97 H 4.55 -5.64 -6.26
98 H 4.19 -4.17 -5.30
99 H 5.69 -4.28 -6.22
100 H 1.46 -2.34 -7.85
101 H 2.31 -2.45 -6.49
102 C -0.36 2.33 9.68
103 C -0.69 2.64 8.22
104 C -2.12 2.25 7.82
105 O -2.31 0.87 7.60
106 C -2.56 0.10 8.77
107 N 0.31 1.99 7.36
108 H -0.20 1.27 9.85
109 H 0.56 2.85 9.97
110 H -1.16 2.67 10.34
111 H -0.59 3.72 8.09
112 H -2.33 2.73 6.86
113 H -2.86 2.64 8.53
114 H -3.14 0.66 9.51
115 H -1.62 -0.24 9.21
116 H -3.12 -0.78 8.48
117 H 0.14 2.27 6.39
118 H 0.11 0.99 7.36
119 C -3.63 -5.32 5.61
120 C -4.55 -4.91 6.75
121 C -4.35 -3.45 7.21
122 O -3.21 -3.24 8.02
123 C -1.99 -3.07 7.31
124 N -4.39 -5.86 7.85
125 H -2.61 -5.49 5.95
126 H -3.98 -6.25 5.16
127 H -3.61 -4.56 4.82
128 H -5.58 -4.99 6.38
129 H -5.20 -3.18 7.83
130 H -4.35 -2.76 6.35
131 H -2.14 -2.54 6.36
132 H -1.52 -4.04 7.13
133 H -1.32 -2.49 7.94
134 H -5.07 -5.64 8.58
135 H -3.50 -5.66 8.30
136 C -1.59 -7.63 -1.06
137 C -0.88 -8.19 -2.30
138 C 0.57 -7.70 -2.45
139 O 0.70 -6.38 -2.93
140 C 0.58 -5.37 -1.94
141 N -1.69 -7.87 -3.48
142 H -1.87 -6.59 -1.18
143 H -2.50 -8.19 -0.87
144 H -0.95 -7.72 -0.18
145 H -0.85 -9.27 -2.19
146 H 1.06 -8.33 -3.20
147 H 1.13 -7.83 -1.52
148 H 0.99 -5.69 -0.98
149 H -0.47 -5.07 -1.82
150 H 1.13 -4.50 -2.29
151 H -1.27 -8.32 -4.30
152 H -1.58 -6.88 -3.67

Here are the Mulliken charges for atoms 1 to 99, given in e: C -0.712; C -0.429; O -0.443; P 0.723; O -0.819; C -0.548; C -0.793; C -0.714; C 0.129; C 0.285; P 0.235; C -1.108; O -0.542; N 0.208; C 0.511; F -0.309; F -0.226; C 0.119; F -0.256; F -0.239; C -0.609; C 0.409; C -0.888; C 1.598; Si 0.231; C -1.078; C -1.171; C -1.164; C 0.004; C -2.436; C 0.264; C 1.248; C -0.871; C -1.025; S 1.179; O -0.500; O -0.678; O -0.502; C 0.821; O -0.172; C -0.029; C -1.159; H -0.017; H 0.309; H 0.450; H 0.408; H 0.339; H 0.354; H 0.148; H 0.273; H 0.476; H -0.098; H 0.667; H 0.524; H 0.340; H 0.332; H 0.329; H 0.370; H 0.587; H 0.199; H 0.336; H 0.358; H 0.349; H 0.375; H 0.406; H 0.380; H 0.366; H 0.362; H 0.302; H 0.477; H 0.379; H 0.173; H -1.622; H 0.182; H 0.582; H 0.465; H 0.516; H 0.337; H 0.382; H 0.529; H -0.029; H 0.120; H 0.460; H 0.244; C -1.144; C 0.236; C -0.750; O -0.386; C -0.596; N -0.440; H 0.070; H 0.228; H 0.400; H 0.357; H 0.362; H 0.409; H 0.288; H 0.193; H 0.267

5.
This record from the OMol25 dataset describes the ion C3H2N3S with charge +1 at a distorted geometry. The level of theory is ωB97M-V/def2-TZVPD.

Summary:
Strongest force on any atom ... 6.322 eV Å⁻¹
E_HOMO ... -14.5043 eV
ΔE to the lowest compared entry with this formula, charge and spin ... 94.3 kcal per mole
Net charge ... +1
Multiplicity ... 1

Positions of all 9 atoms, in Å:
1 C 0.39 0.05 0.03
2 C -0.88 -0.17 0.05
3 C 0.89 -2.19 0.76
4 N 3.17 -2.68 0.94
5 N -0.29 -2.58 0.87
6 N 2.06 -2.66 0.77
7 S -1.60 -1.82 0.74
8 H 1.48 0.19 0.01
9 H -1.81 0.50 -0.22

What are the Mulliken partial charges on each atom? They are as follows, in elementary charge units: C -0.124; C -0.298; C 0.180; N -0.277; N -0.189; N 0.660; S 0.280; H 0.424; H 0.344